Here is a 4-piece molecular cluster, C22H43FNO6S overall from the Open Molecules 2025 dataset. Energies are from wB97M-V/def2-TZVPD.

Geometry (Å):
C (-2.07839, -1.79320, -1.46357)
C (-0.88566, -0.92802, -1.01905)
C (-0.79041, 0.22884, -2.02682)
C (-1.22965, -0.40208, 0.37475)
C (-0.01777, 0.14827, 1.18934)
C (0.18594, 1.66796, 1.06446)
S (-0.46579, -0.09119, 2.94280)
O (0.60889, 0.28143, 3.78926)
O (-1.70738, 0.54454, 3.20574)
F (-0.67019, -1.62597, 3.07742)
C (1.29613, -0.64803, 0.97055)
C (1.53520, -1.20943, -0.43333)
C (2.17544, -0.13557, -1.34728)
C (2.56621, -2.34923, -0.27069)
N (0.31065, -1.80169, -1.02461)
O (0.03951, -2.93705, -0.45714)
H (-2.38569, -2.49309, -0.70068)
H (-2.91237, -1.11249, -1.61771)
H (-1.88401, -2.27047, -2.41798)
H (-0.27438, -0.07579, -2.93037)
H (-0.25054, 1.06118, -1.58592)
H (-1.78896, 0.57577, -2.25746)
H (-1.68851, -1.21035, 0.93475)
H (-1.95908, 0.38497, 0.23329)
H (-0.75629, 2.20462, 1.02213)
H (0.78161, 1.93583, 0.20144)
H (0.73167, 1.98776, 1.94752)
H (2.10445, 0.05043, 1.16288)
H (1.39541, -1.41312, 1.73065)
H (3.23659, -0.29060, -1.46885)
H (1.73326, -0.12958, -2.33683)
H (2.05575, 0.85781, -0.93677)
H (3.57835, -1.95663, -0.27413)
H (2.49621, -3.04881, -1.09442)
H (2.42682, -2.86680, 0.66551)
C (1.12733, -7.05867, 1.59921)
C (1.09224, -6.59692, 3.05278)
C (2.21298, -5.56719, 3.07661)
O (2.25790, -4.98907, 1.77011)
C (1.45424, -5.76218, 0.87113)
H (0.19630, -7.50875, 1.25821)
H (1.93023, -7.78628, 1.45756)
H (0.13517, -6.11711, 3.26954)
H (1.24148, -7.39931, 3.77389)
H (3.18098, -6.03763, 3.28200)
H (2.04914, -4.77843, 3.81193)
H (0.54989, -5.19312, 0.64025)
H (2.00653, -5.92134, -0.05566)
C (-4.57141, 4.58335, 1.30240)
C (-5.57231, 3.75209, 0.51249)
C (-4.65456, 2.89806, -0.34889)
O (-3.45126, 2.68700, 0.40332)
C (-3.45138, 3.58123, 1.52806)
H (-4.96897, 4.98816, 2.23131)
H (-4.21414, 5.41656, 0.69231)
H (-6.14785, 3.11711, 1.18950)
H (-6.27178, 4.34502, -0.07465)
H (-4.39373, 3.40857, -1.28248)
H (-5.09321, 1.92991, -0.59413)
H (-3.62334, 2.98385, 2.42826)
H (-2.47475, 4.06020, 1.61113)
C (1.75687, 4.53392, -3.38744)
C (2.77237, 4.88886, -2.30594)
C (3.00949, 3.53632, -1.65052)
O (2.83475, 2.55279, -2.67408)
C (2.24332, 3.16033, -3.82663)
H (1.71894, 5.24953, -4.20703)
H (0.75701, 4.45955, -2.95299)
H (3.69501, 5.25248, -2.76331)
H (2.42163, 5.64255, -1.60281)
H (2.27641, 3.34889, -0.85694)
H (4.00890, 3.43753, -1.22593)
H (3.00736, 3.24055, -4.60700)
H (1.43918, 2.52136, -4.19444)

## Properties
Orbital gap (spin up / spin down) ... 9.3 / 9.3 eV
2S+1 ... 2
⟨S²⟩ ... 0.754
DFT total energy ... -50836.00325 eV

Here is a 2-piece molecular cluster, C22H43N5O4 overall from the Open Molecules 2025 dataset. Energies are from wB97M-V/def2-TZVPD.

Geometry (Å):
C (-1.88716, 1.74451, 4.61485)
C (-0.69609, 1.98071, 5.50264)
C (0.86312, 2.09364, 4.92412)
C (1.65089, 0.64090, 4.95566)
C (2.86667, 0.69132, 3.80856)
N (2.65295, -0.23006, 2.58812)
C (3.23791, 0.27794, 1.31922)
C (2.32103, 0.32877, -0.01311)
N (1.36428, 1.54065, -0.01200)
N (1.63693, -0.95985, -0.42132)
N (3.29259, 0.63019, -1.17795)
C (1.23122, -0.68177, 2.74368)
C (0.80273, -0.60723, 4.32205)
C (1.09022, -1.85584, 5.33646)
C (1.71655, -3.20285, 4.64469)
O (2.98843, -3.25784, 4.15947)
O (0.98096, -4.50733, 4.53458)
C (0.12119, -4.52090, 3.33984)
C (-1.18187, -3.53675, 3.10586)
O (0.35773, -5.42554, 2.35067)
H (-2.26678, 2.51915, 3.82264)
H (-2.43795, 0.69864, 4.74686)
H (-0.81088, 2.12545, 6.66766)
H (1.43832, 2.83128, 5.66061)
H (0.80117, 2.54281, 3.84086)
H (2.08726, 0.56026, 6.05564)
H (3.08768, 1.82651, 3.59444)
H (3.79062, 0.20580, 4.34965)
H (3.30650, -1.03058, 2.84383)
H (4.22992, -0.33865, 1.07296)
H (3.62486, 1.38877, 1.52517)
H (2.04157, 2.35854, -0.08430)
H (0.93652, 1.51141, -0.98553)
H (1.64543, -1.03654, -1.46306)
H (0.61830, -0.80288, -0.15477)
H (3.76574, -0.30850, -1.34561)
H (4.04104, 1.21137, -0.71560)
H (0.50624, 0.07070, 2.21662)
H (1.05666, -1.70283, 2.18596)
H (-0.36629, -0.57893, 4.28073)
H (1.79824, -1.59089, 6.25669)
H (0.06120, -2.19186, 5.83991)
H (-2.16340, -4.18555, 3.30715)
H (-1.23369, -2.65282, 3.88947)
H (-1.13069, -3.16361, 1.99841)
C (-3.27412, -0.16682, -2.76083)
C (-1.99021, -0.33137, -3.60357)
C (-2.35589, -0.85893, -5.01571)
C (-3.06228, 0.14294, -5.92267)
C (-2.71726, 1.59564, -5.61920)
C (-1.36724, 1.80550, -4.88678)
N (-1.39035, 1.01554, -3.64282)
O (-0.23218, 1.14694, -2.89092)
C (-1.29926, 3.31371, -4.52331)
C (-0.19890, 1.49110, -5.84874)
C (-1.14252, -1.45472, -2.93947)
H (-3.04058, 0.16800, -1.74496)
H (-3.81975, -1.11463, -2.67514)
H (-3.96023, 0.56580, -3.19554)
H (-1.44355, -1.19488, -5.52394)
H (-2.98355, -1.75906, -4.93499)
H (-2.80924, -0.08837, -6.96494)
H (-4.14806, 0.01323, -5.84391)
H (-2.74367, 2.17104, -6.55392)
H (-3.52566, 2.01212, -5.00431)
H (-2.08249, 3.58162, -3.80371)
H (-1.44382, 3.93957, -5.41289)
H (-0.33203, 3.59119, -4.08772)
H (-0.25506, 2.12701, -6.74206)
H (-0.19583, 0.45347, -6.19533)
H (0.77423, 1.68440, -5.38490)
H (-1.70071, -2.39980, -2.91258)
H (-0.88159, -1.21900, -1.90210)
H (-0.21608, -1.64091, -3.49555)

## Properties
Relative energy (zero: lowest compared OMol25 entry of this formula, charge and spin) ... 1340.6 kJ/mol
Orbital gap ... 2.0 eV
DFT total energy ... -39135.87008 eV

Here is C22H44As4Cl4F6MgP as an isolated structure from the Open Molecules 2025 dataset. Energies are from wB97M-V/def2-TZVPD.

Geometry (Å):
Mg (0.95674, 0.03511, 1.59870)
C (-2.40611, 1.36440, 3.47217)
As (-1.52907, -0.07100, 2.50807)
C (-2.83418, -0.43134, 1.11443)
C (-1.58646, -1.48926, 3.86537)
C (-1.54297, -2.98984, 3.49295)
C (-1.21598, -3.73349, 4.79442)
C (-0.49971, -3.32412, 2.41537)
As (1.26267, -2.46757, 2.43184)
C (2.14921, -2.94598, 4.08907)
C (2.18415, -3.60159, 1.15861)
C (-2.94482, -3.40825, 3.00745)
As (-3.47827, -5.16660, 2.22653)
C (-2.51498, -5.12301, 0.51170)
C (-2.35074, -6.50245, 3.11527)
H (-3.41706, 1.05695, 3.73507)
H (-2.44566, 2.25091, 2.84172)
H (-1.85269, 1.59533, 4.38104)
H (-3.82873, -0.56174, 1.53683)
H (-2.55784, -1.31613, 0.54431)
H (-2.83286, 0.42720, 0.44239)
H (-2.47648, -1.30589, 4.47150)
H (-0.72826, -1.24792, 4.50274)
H (-0.25202, -3.42789, 5.20220)
H (-1.19079, -4.80945, 4.63650)
H (-1.97494, -3.52420, 5.55010)
H (-0.88954, -3.07516, 1.42261)
H (-0.32039, -4.40025, 2.40854)
H (1.99851, -4.00357, 4.29822)
H (1.77694, -2.35082, 4.91958)
H (3.21377, -2.75120, 3.96645)
H (2.20079, -4.62549, 1.52925)
H (3.20348, -3.24453, 1.02505)
H (1.67167, -3.56451, 0.19944)
H (-3.28662, -2.71739, 2.23229)
H (-3.63799, -3.27519, 3.84302)
H (-2.74820, -4.19994, -0.02136)
H (-2.88909, -5.95064, -0.08967)
H (-1.43566, -5.22994, 0.60964)
H (-2.61454, -6.58246, 4.16848)
H (-1.28123, -6.32127, 3.01263)
H (-2.58186, -7.45719, 2.64312)
C (3.10277, 3.58743, -3.47286)
As (1.18597, 3.61155, -3.28586)
C (0.62711, 5.45203, -3.43925)
C (0.33593, 2.55297, -4.70304)
C (0.93561, 3.06192, -5.97314)
C (0.36943, 4.15330, -6.63580)
C (0.94386, 4.63661, -7.79922)
C (2.09202, 4.04036, -8.30599)
C (2.65969, 2.95158, -7.65417)
C (2.08797, 2.46626, -6.49112)
H (3.37396, 4.11802, -4.38509)
H (3.44785, 2.55720, -3.51288)
H (3.53165, 4.08506, -2.60527)
H (1.02194, 5.86626, -4.36702)
H (1.02745, 6.00735, -2.59302)
H (-0.45963, 5.50102, -3.44042)
H (-0.73478, 2.72965, -4.61996)
H (0.56054, 1.50946, -4.49762)
H (-0.53821, 4.60632, -6.25276)
H (0.49164, 5.47058, -8.31850)
H (2.53808, 4.41665, -9.21651)
H (3.54224, 2.47645, -8.06042)
H (2.52188, 1.60762, -5.99124)
Cl (2.23408, 2.07239, 2.52279)
C (1.57032, 2.42404, 4.15295)
Cl (0.90856, 0.96711, 4.88044)
H (0.78582, 3.16167, 4.03379)
H (2.39546, 2.79118, 4.75138)
Cl (-0.38672, 3.59261, 0.74635)
C (-1.84500, 4.01593, -0.17089)
Cl (-2.01712, 3.02049, -1.62407)
H (-1.76961, 5.05453, -0.46862)
H (-2.70968, 3.85165, 0.46056)
F (0.50365, 0.42032, -0.30430)
P (2.00402, 0.28617, -1.15369)
F (1.23917, 0.54692, -2.51924)
F (1.72575, -1.27235, -1.22018)
F (2.62713, 0.04676, 0.41084)
F (3.42627, 0.16265, -1.78687)
F (2.17072, 1.85965, -0.90374)

## Properties
Relative energy (zero: lowest compared OMol25 entry of this formula, charge and spin) ... 0.0 kJ/mol
Total charge ... +2
Orbital gap (spin up / spin down) ... 8.0 / 5.0 eV
2S+1 ... 2
⟨S²⟩ ... 0.756
DFT total energy ... -348004.19251 eV